Formula: C28H77N7O7
Source: the Open Molecules 2025 dataset
Level of theory: wB97M-V/def2-TZVPD

Bonds (Å) are listed after each position.
Geometry (Å):
1 C -0.8465 3.1390 1.8494  O2 1.401, H7 1.093, H8 1.089, H9 1.098
2 O -0.7539 3.5798 0.5232  C1 1.401, C3 1.405
3 C -1.8200 4.3244 -0.0080  O2 1.405, C4 1.527, H10 1.094, H11 1.097
4 C -1.8547 4.2459 -1.5330  C3 1.527, C5 1.511, N6 1.486, H12 1.091
5 C -0.6826 4.9297 -2.1978  C4 1.511, H13 1.094, H14 1.089, H15 1.094
6 N -3.0959 4.9348 -1.9723  C4 1.486, H16 1.015, H17 1.013
7 H -0.9698 3.9901 2.5232  C1 1.093
8 H -0.0045 2.5082 2.1316  C1 1.089
9 H -1.6742 2.4419 2.0324  C1 1.098
10 H -2.7833 3.9532 0.3529  C3 1.094
11 H -1.7474 5.3851 0.2609  C3 1.097
12 H -1.9105 3.1881 -1.7945  C4 1.091
13 H -0.5636 5.9382 -1.7917  C5 1.094
14 H -0.7895 4.9723 -3.2810  C5 1.089
15 H 0.2967 4.4918 -1.9819  C5 1.094
16 H -3.0673 5.9115 -1.6982  N6 1.015
17 H -3.1214 4.9876 -2.9836  N6 1.013
18 C 1.5463 1.3225 -0.2487  O19 1.403, H24 1.098, H25 1.092, H26 1.091
19 O 0.8673 0.1894 -0.7211  C18 1.403, C20 1.434
20 C -0.5568 0.2814 -0.5805  O19 1.434, C21 1.518, H27 1.094, H28 1.095
21 C -1.2626 -1.0574 -0.4639  C20 1.518, C22 1.524, N23 1.469, H29 1.094
22 C -0.7724 -1.7385 0.8083  C21 1.524, H30 1.095, H31 1.090, H32 1.087
23 N -0.9820 -2.0062 -1.5502  C21 1.469, H33 1.025, H34 1.020
24 H 1.3601 1.4192 0.8292  C18 1.098
25 H 1.3029 2.3012 -0.6661  C18 1.092
26 H 2.6295 1.1911 -0.2543  C18 1.091
27 H -0.7135 0.8755 0.3245  C20 1.094
28 H -1.0121 0.8537 -1.3950  C20 1.095
29 H -2.3129 -0.7573 -0.4041  C21 1.094
30 H -1.1668 -1.1455 1.6399  C22 1.095
31 H 0.3102 -1.6148 0.8261  C22 1.090
32 H -1.1312 -2.7556 0.9437  C22 1.087
33 H -0.0911 -2.4814 -1.3739  N23 1.025
34 H -0.7020 -1.4050 -2.3248  N23 1.020
35 C 2.9165 -2.2563 -0.6859  O36 1.406, H41 1.094, H42 1.097, H43 1.087
36 O 1.8586 -2.9963 -1.2424  C35 1.406, C37 1.431
37 C 2.1201 -4.3958 -1.1022  O36 1.431, C38 1.539, H44 1.094, H45 1.094
38 C 1.1179 -5.2762 -1.8698  C37 1.539, C39 1.522, N40 1.477, H46 1.090
39 C 0.9842 -4.7943 -3.3076  C38 1.522, H47 1.090, H48 1.092, H49 1.092
40 N -0.2428 -5.2446 -1.2954  C38 1.477, H50 1.016, H51 1.014
41 H 3.9176 -2.6057 -0.9561  C35 1.094
42 H 2.9417 -2.2425 0.4105  C35 1.097
43 H 2.7995 -1.2230 -1.0011  C35 1.087
44 H 3.0898 -4.6069 -1.5632  C37 1.094
45 H 2.1123 -4.6994 -0.0511  C37 1.094
46 H 1.5567 -6.2727 -1.9308  C38 1.090
47 H 1.8737 -4.6791 -3.9274  C39 1.090
48 H 0.5092 -3.8213 -3.4504  C39 1.092
49 H 0.2390 -5.4580 -3.7511  C39 1.092
50 H -0.1216 -5.3753 -0.2950  N40 1.016
51 H -0.6472 -4.3176 -1.3697  N40 1.014
52 C -6.1558 -5.2117 -1.9226  O53 1.409, H58 1.094, H59 1.090, H60 1.094
53 O -5.5814 -4.0986 -2.5671  C52 1.409, C54 1.441
54 C -4.2358 -4.3764 -3.0020  O53 1.441, C55 1.521, H61 1.095, H62 1.096
55 C -3.6567 -3.2453 -3.8377  C54 1.521, C56 1.542, N57 1.470, H63 1.094
56 C -2.3436 -3.6231 -4.5522  C55 1.542, H64 1.090, H65 1.085, H66 1.090
57 N -3.4640 -2.0193 -3.0490  C55 1.470, H67 1.012, H68 1.031
58 H -6.1867 -6.0688 -2.6012  C52 1.094
59 H -7.1563 -4.8388 -1.7035  C52 1.090
60 H -5.5798 -5.5078 -1.0414  C52 1.094
61 H -3.5414 -4.5704 -2.1782  C54 1.095
62 H -4.2725 -5.2479 -3.6653  C54 1.096
63 H -4.4310 -2.9623 -4.5564  C55 1.094
64 H -2.1447 -4.6836 -4.3948  C56 1.090
65 H -1.5363 -2.9614 -4.2567  C56 1.085
66 H -2.5476 -3.5248 -5.6188  C56 1.090
67 H -4.2369 -1.8042 -2.4314  N57 1.012
68 H -2.6937 -2.1979 -2.3877  N57 1.031
69 C -4.8479 0.2649 3.3632  O70 1.405, H75 1.090, H76 1.091, H77 1.100
70 O -4.7931 -1.0116 2.7777  C69 1.405, C71 1.424
71 C -5.2462 -0.9578 1.4289  O70 1.424, C72 1.521, H78 1.098, H79 1.094
72 C -5.3448 -2.3322 0.7844  C71 1.521, C73 1.506, N74 1.475, H80 1.095
73 C -4.1271 -3.2165 0.8533  C72 1.506, H81 1.089, H82 1.092, H83 1.092
74 N -5.5641 -2.0903 -0.6536  C72 1.475, H84 1.012, H85 1.025
75 H -4.5043 0.2846 4.3972  C69 1.090
76 H -5.8033 0.7658 3.1981  C69 1.091
77 H -4.0626 0.8955 2.9203  C69 1.100
78 H -6.2783 -0.5895 1.4946  C71 1.098
79 H -4.6366 -0.1943 0.9370  C71 1.094
80 H -6.1159 -2.9278 1.2832  C72 1.095
81 H -3.4329 -3.0914 0.0236  C73 1.089
82 H -4.4624 -4.2560 0.8703  C73 1.092
83 H -3.6279 -3.0741 1.8142  C73 1.092
84 H -6.3778 -1.5218 -0.8503  N74 1.012
85 H -5.5257 -2.9056 -1.2733  N74 1.025
86 C 1.9197 5.9604 0.5604  O87 1.437, H92 1.091, H93 1.090, H94 1.091
87 O 3.3226 6.1906 0.7720  C86 1.437, C88 1.431
88 C 3.9759 5.1747 1.5403  O87 1.431, C89 1.549, H95 1.093, H96 1.092
89 C 3.5307 5.2202 3.0227  C88 1.549, C90 1.524, N91 1.463, H97 1.093
90 C 3.8220 6.5802 3.6452  C89 1.524, H98 1.089, H99 1.090, H100 1.091
91 N 4.1538 4.2048 3.8727  C89 1.463, H101 1.014, H102 1.019
92 H 1.6467 4.9580 0.2285  C86 1.091
93 H 1.6408 6.6632 -0.2245  C86 1.090
94 H 1.4704 6.2851 1.5005  C86 1.091
95 H 3.8470 4.1799 1.1072  C88 1.093
96 H 5.0533 5.3443 1.4859  C88 1.092
97 H 2.4642 5.0050 3.1305  C89 1.093
98 H 3.7021 6.5533 4.7272  C90 1.089
99 H 3.0990 7.2951 3.2527  C90 1.090
100 H 4.8555 6.8150 3.3863  C90 1.091
101 H 5.1156 4.4017 4.1277  N91 1.014
102 H 4.2020 3.3004 3.4053  N91 1.019
103 C 7.6334 -1.7702 2.0461  O104 1.404, H109 1.088, H110 1.094, H111 1.094
104 O 6.6928 -0.9005 1.4716  C103 1.404, C105 1.402
105 C 5.8818 -0.2165 2.3882  O104 1.402, C106 1.529, H112 1.095, H113 1.100
106 C 4.8179 0.6603 1.7267  C105 1.529, C107 1.552, N108 1.439, H114 1.097
107 C 5.3834 1.7546 0.7832  C106 1.552, H115 1.089, H116 1.085, H117 1.095
108 N 3.9773 1.3577 2.6637  C106 1.439, H118 1.012, H119 1.015
109 H 8.1702 -2.2342 1.2210  C103 1.088
110 H 7.1373 -2.5348 2.6510  C103 1.094
111 H 8.3608 -1.2448 2.6723  C103 1.094
112 H 5.4944 -0.9177 3.1346  C105 1.095
113 H 6.5255 0.5026 2.9157  C105 1.100
114 H 4.1352 0.0064 1.1692  C106 1.097
115 H 6.1224 2.3353 1.3330  C107 1.089
116 H 4.5751 2.2621 0.2672  C107 1.085
117 H 5.9632 1.1698 0.0621  C107 1.095
118 H 3.0251 1.5237 2.3652  N108 1.012
119 H 3.8484 0.8862 3.5538  N108 1.015

Relative energy (zero: lowest compared OMol25 entry of this formula, charge and spin): 48.4 kcal per mole
Structure (SMILES): COC[C@H](C)N.COC[C@H](C)N.COC[C@H](C)N.COC[C@H](C)N.COC[C@H](C)N.COC[C@H](C)N.COC[C@H](C)N
Orbital gap: 8.80 eV
Total charge: 0

Löwdin atomic charge list, values in e, 8 entries:
1 C -0.11
2 O -0.21
3 C -0.21
4 C -0.42
5 C -0.07
6 N 0.03
7 H 0.09
8 H 0.07

Formula: CHClOS
Source: the Open Molecules 2025 dataset
Level of theory: wB97M-V/def2-TZVPD

Bonds (Å) are listed after each position.
Geometry (Å):
1 C -0.6721 -0.2017 0.0932  S3 2.145, Cl4 1.652, H5 1.073
2 O 1.8140 1.3074 -0.0398  S3 1.458
3 S 1.4670 -0.1083 -0.0344  C1 2.145, O2 1.458
4 Cl -1.3686 -1.6976 0.0064  C1 1.652
5 H -1.2403 0.7001 -0.0255  C1 1.073

Relative energy (zero: lowest compared OMol25 entry of this formula, charge and spin): 45.3 kcal per mole
Orbital gap (alpha / beta): 7.61 / 8.93 eV
Total charge: 0

Quick look at the Löwdin charges, all values in e:
1 C -0.76
2 O -0.63
3 S 0.82
4 Cl 0.58
5 H -0.01

Formula: CH4N3
Source: the Open Molecules 2025 dataset
Level of theory: wB97M-V/def2-TZVPD

Bonds (Å) are listed after each position.
Geometry (Å):
1 H -1.8004 2.0420 -1.1932  N2 0.938
2 N -1.7422 1.1755 -1.5484  H1 0.938, N3 1.145
3 N -1.2120 0.2284 -1.1828  N2 1.145, C4 1.829
4 C -0.0873 0.0926 0.2529  N3 1.829, N5 1.302, H6 1.169
5 N 1.1736 -0.1040 -0.0040  C4 1.302, H7 1.126, H8 0.963
6 H -0.6345 -0.2516 1.2271  C4 1.169
7 H 1.9224 -0.4657 0.7548  N5 1.126
8 H 1.5485 0.2539 -0.8157  N5 0.963

Relative energy (zero: lowest compared OMol25 entry of this formula, charge and spin): 94.4 kcal per mole
Structure (SMILES): [H]/N=N\C=[NH2+]
Orbital gap (alpha / beta): 8.94 / 8.94 eV
Total charge: +1

Quick look at the Löwdin charges, all values in e:
1 H 0.08
2 N 0.16
3 N 0.10
4 C 0.05
5 N 0.15
6 H 0.15
7 H 0.23
8 H 0.09